{"formula": "C51H91Br18Cl14O11P", "method": "the ωB97M-V functional and the def2-TZVPD basis", "elements": ["C", "C", "C", "C", "P", "C", "C", "C", "C", "C", "C", "C", "C", "C", "C", "C", "C", "H", "H", "H", "H", "H", "H", "H", "H", "H", "H", "H", "H", "H", "H", "H", "H", "H", "H", "H", "H", "H", "H", "H", "H", "H", "H", "H", "H", "H", "H", "H", "H", "H", "H", "H", "H", "C", "C", "O", "H", "H", "H", "H", "H", "O", "C", "O", "C", "C", "C", "H", "H", "H", "H", "H", "H", "O", "C", "O", "C", "C", "C", "H", "H", "H", "H", "H", "H", "O", "C", "O", "C", "C", "C", "H", "H", "H", "H", "H", "H", "O", "C", "O", "C", "C", "C", "H", "H", "H", "H", "H", "H", "O", "C", "O", "C", "C", "C", "H", "H", "H", "H", "H", "H", "C", "Cl", "Cl", "H", "H", "C", "Cl", "Cl", "H", "H", "C", "Cl", "Cl", "H", "H", "C", "Cl", "Cl", "H", "H", "C", "Cl", "Cl", "H", "H", "C", "Cl", "Cl", "H", "H", "C", "Cl", "Cl", "H", "H", "C", "Br", "Br", "Br", "H", "C", "Br", "Br", "Br", "H", "C", "Br", "Br", "Br", "H", "C", "Br", "Br", "Br", "H", "C", "Br", "Br", "Br", "H", "C", "Br", "Br", "Br", "H"], "xyz": [[-3.97, 2.34, 0.95], [-2.62, 2.59, 0.26], [-1.79, 1.32, 0.25], [-0.45, 1.37, -0.53], [0.73, 0.04, -0.21], [1.78, 0.11, -1.68], [3.05, 0.97, -1.52], [3.99, 0.71, -2.69], [4.99, 1.83, -2.93], [1.71, 0.37, 1.27], [0.95, -0.02, 2.58], [1.50, 0.72, 3.80], [0.69, 0.47, 5.08], [-0.23, -1.49, -0.11], [-0.90, -1.85, -1.43], [-1.70, -3.17, -1.33], [-2.70, -3.32, -2.45], [-4.47, 3.11, 1.53], [-3.97, 1.47, 1.62], [-4.69, 2.18, 0.14], [-2.11, 3.40, 0.79], [-2.77, 2.95, -0.76], [-2.42, 0.59, -0.28], [-1.74, 0.97, 1.28], [0.11, 2.24, -0.17], [-0.64, 1.51, -1.59], [1.24, 0.33, -2.60], [2.05, -0.95, -1.71], [3.66, 0.86, -0.62], [2.75, 2.02, -1.50], [3.52, 0.58, -3.66], [4.47, -0.26, -2.49], [5.75, 1.51, -3.65], [5.46, 2.21, -2.02], [4.48, 2.70, -3.33], [2.08, 1.40, 1.22], [2.58, -0.30, 1.20], [1.05, -1.09, 2.78], [-0.10, 0.24, 2.51], [1.51, 1.80, 3.58], [2.55, 0.47, 3.96], [1.06, 1.14, 5.85], [0.96, -0.51, 5.50], [-0.38, 0.59, 4.97], [-0.96, -1.51, 0.70], [0.52, -2.24, 0.16], [-0.16, -2.08, -2.20], [-1.68, -1.18, -1.76], [-2.29, -3.22, -0.41], [-1.03, -4.03, -1.37], [-3.63, -2.75, -2.39], [-3.19, -4.30, -2.40], [-2.20, -3.23, -3.42], [2.40, -4.17, -1.59], [3.59, -3.45, -0.91], [3.15, -2.43, -0.08], [1.64, -3.54, -2.05], [2.02, -4.87, -0.85], [2.75, -4.78, -2.43], [4.28, -3.09, -1.70], [4.14, -4.20, -0.32], [-2.54, -3.57, 2.89], [-2.98, -4.62, 2.50], [-3.20, -5.67, 3.27], [-3.87, -6.68, 2.54], [-4.51, -5.97, 1.33], [-3.46, -4.91, 1.09], [-4.64, -7.15, 3.14], [-3.18, -7.46, 2.22], [-5.47, -5.64, 1.71], [-4.66, -6.71, 0.54], [-3.73, -3.98, 0.59], [-2.60, -5.27, 0.51], [1.40, 3.85, -1.36], [2.42, 3.88, -0.71], [3.53, 3.30, -1.18], [4.49, 3.21, -0.12], [4.14, 4.29, 0.90], [2.61, 4.33, 0.71], [5.54, 3.22, -0.39], [4.24, 2.24, 0.33], [4.56, 5.27, 0.70], [4.44, 4.02, 1.91], [2.17, 5.29, 0.95], [2.10, 3.56, 1.29], [5.09, 6.79, -1.53], [5.32, 6.06, -2.46], [6.50, 5.41, -2.57], [6.31, 4.28, -3.44], [4.97, 4.43, -4.14], [4.44, 5.79, -3.67], [6.32, 3.35, -2.87], [7.12, 4.34, -4.17], [4.28, 3.63, -3.88], [5.05, 4.45, -5.23], [3.45, 5.69, -3.23], [4.52, 6.63, -4.36], [-0.66, -0.23, -4.23], [-0.55, -0.76, -5.29], [0.54, -0.70, -6.07], [0.51, -1.67, -7.08], [-0.73, -2.55, -6.88], [-1.59, -1.55, -6.08], [1.41, -2.30, -7.09], [0.55, -1.24, -8.08], [-0.49, -3.43, -6.28], [-1.15, -2.79, -7.85], [-2.36, -2.01, -5.46], [-2.03, -0.81, -6.76], [-9.10, -1.15, 2.86], [-8.95, 0.02, 2.99], [-9.25, 0.63, 4.17], [-8.95, 2.00, 4.11], [-8.91, 2.37, 2.65], [-8.43, 1.07, 2.01], [-7.97, 2.27, 4.53], [-9.66, 2.55, 4.72], [-8.28, 3.23, 2.40], [-9.92, 2.61, 2.33], [-7.35, 0.92, 1.96], [-8.83, 0.85, 1.02], [-2.50, -2.02, 4.77], [-2.87, -0.76, 3.58], [-2.23, -1.33, 6.38], [-3.31, -2.73, 4.86], [-1.60, -2.55, 4.48], [0.65, -5.11, 2.98], [0.10, -4.83, 4.65], [-0.32, -6.34, 2.18], [0.69, -4.18, 2.42], [1.68, -5.45, 3.02], [4.17, -3.62, 5.36], [3.38, -3.71, 6.94], [3.33, -2.45, 4.30], [5.19, -3.27, 5.53], [4.19, -4.58, 4.86], [7.39, -1.61, -2.39], [8.17, -0.07, -2.75], [8.11, -2.95, -3.36], [7.58, -1.95, -1.38], [6.40, -1.52, -2.83], [5.10, -2.28, 0.82], [6.10, -0.80, 0.45], [6.05, -3.71, 1.38], [4.36, -1.99, 1.55], [4.57, -2.48, -0.11], [3.34, -1.95, -4.62], [2.43, -3.44, -4.92], [5.05, -2.26, -4.93], [3.04, -1.23, -5.38], [3.16, -1.60, -3.61], [-6.41, 5.71, 3.62], [-6.42, 4.33, 4.70], [-5.75, 5.28, 2.03], [-7.40, 6.12, 3.48], [-5.80, 6.51, 4.03], [0.06, -6.44, -2.90], [-1.45, -6.78, -1.72], [-0.51, -5.68, -4.60], [1.23, -8.02, -3.15], [0.69, -5.71, -2.42], [1.02, 2.13, 8.62], [0.00, 0.49, 8.57], [1.01, 2.81, 10.47], [0.34, 3.57, 7.45], [2.03, 1.87, 8.36], [-7.21, 4.05, -2.54], [-7.69, 2.37, -1.64], [-5.47, 4.69, -1.89], [-8.66, 5.37, -2.41], [-7.14, 3.85, -3.60], [4.23, 2.14, 4.39], [4.38, 1.09, 2.70], [2.96, 3.62, 4.25], [6.05, 2.92, 4.63], [3.93, 1.47, 5.18], [-1.72, 6.00, 0.29], [-2.90, 6.91, 1.58], [0.07, 6.76, 0.57], [-2.25, 6.16, -1.61], [-1.78, 4.97, 0.62], [-5.17, -0.30, -4.46], [-4.96, 0.41, -6.24], [-3.91, 0.42, -3.13], [-5.00, -2.25, -4.61], [-6.18, -0.17, -4.08]], "e_homo_ha": -0.2493, "total_energy_ev": -1522245.627, "homo_lumo_gap_ev": 6.1, "charge": 0}

{"formula": "C5H14N2O", "method": "the ωB97M-V functional and the def2-TZVPD basis", "elements": ["C", "C", "C", "N", "C", "H", "H", "H", "H", "H", "H", "H", "H", "H", "C", "N", "O", "H", "H", "H", "H", "H"], "xyz": [[-0.75, -1.72, 1.06], [0.49, -1.56, 0.61], [1.48, -2.70, 0.55], [0.88, -0.41, -0.09], [0.11, -0.11, -1.50], [-1.48, -0.94, 0.98], [-1.03, -2.62, 1.58], [2.46, -2.37, 0.90], [1.14, -3.53, 1.15], [1.60, -3.05, -0.48], [1.87, -0.45, -0.33], [0.04, -1.02, -2.09], [-0.87, 0.26, -1.21], [0.65, 0.69, -2.00], [-1.68, 2.44, 0.27], [-0.30, 2.07, 0.16], [0.51, 3.21, -0.14], [-1.86, 3.33, 0.90], [-2.23, 1.61, 0.72], [-2.07, 2.64, -0.73], [0.23, 1.18, 0.74], [0.82, 3.05, -1.05]], "e_above_lowest_kj_mol": 499.6, "e_homo_ha": -0.2892, "total_energy_ev": -10435.850, "homo_lumo_gap_ev": 8.7, "charge": 0, "smiles": "C=C(C)NC.CNO"}

{"formula": "C20H34N4O10", "method": "the ωB97M-V functional and the def2-TZVPD basis", "elements": ["C", "N", "O", "O", "H", "H", "H", "C", "N", "O", "O", "H", "H", "H", "C", "N", "O", "O", "H", "H", "H", "C", "N", "O", "O", "H", "H", "H", "C", "C", "C", "C", "C", "C", "H", "H", "H", "H", "H", "H", "C", "C", "C", "C", "C", "C", "H", "H", "H", "H", "H", "H", "C", "O", "C", "C", "O", "C", "H", "H", "H", "H", "H", "H", "H", "H", "H", "H"], "xyz": [[-3.60, 2.44, -7.63], [-2.42, 2.04, -6.74], [-1.80, 2.83, -6.11], [-2.01, 0.88, -6.97], [-3.54, 1.97, -8.61], [-3.57, 3.53, -7.66], [-4.43, 2.06, -7.03], [7.46, -6.83, 0.44], [8.30, -5.70, 0.05], [7.70, -4.77, -0.54], [9.55, -5.77, 0.08], [6.54, -6.91, -0.14], [7.23, -6.84, 1.50], [8.03, -7.75, 0.35], [2.33, -8.68, 6.70], [2.10, -7.35, 6.13], [0.96, -7.07, 5.74], [3.03, -6.53, 6.12], [1.31, -9.02, 6.89], [2.81, -8.47, 7.65], [2.80, -9.28, 5.92], [-4.11, -4.87, 1.48], [-4.06, -5.03, 2.96], [-3.87, -4.10, 3.69], [-4.06, -6.18, 3.31], [-3.10, -4.88, 1.07], [-4.32, -3.82, 1.28], [-4.82, -5.55, 0.99], [4.49, 8.48, 1.99], [4.90, 7.18, 2.10], [4.14, 6.20, 1.46], [3.02, 6.50, 0.69], [2.56, 7.83, 0.59], [3.32, 8.79, 1.28], [5.02, 9.35, 2.36], [5.86, 6.85, 2.46], [4.44, 5.17, 1.54], [2.51, 5.64, 0.28], [1.63, 8.09, 0.10], [3.03, 9.82, 1.15], [2.67, -0.93, 1.56], [1.28, -1.00, 1.75], [0.37, -0.24, 0.99], [0.90, 0.37, -0.20], [2.30, 0.43, -0.42], [3.19, -0.23, 0.43], [3.37, -1.50, 2.15], [0.94, -1.54, 2.62], [-0.69, -0.17, 1.19], [0.26, 0.99, -0.82], [2.55, 1.03, -1.28], [4.24, -0.41, 0.25], [-5.67, -0.76, -2.83], [-5.72, 0.66, -3.12], [-6.06, 1.39, -1.94], [-5.90, 2.96, -2.13], [-4.49, 3.31, -1.79], [-4.24, 4.64, -1.91], [-6.50, -1.03, -2.18], [-4.79, -0.93, -2.21], [-5.65, -1.39, -3.71], [-5.48, 1.07, -1.07], [-7.09, 1.15, -1.65], [-6.67, 3.48, -1.56], [-6.01, 3.34, -3.15], [-3.21, 4.74, -1.58], [-4.86, 5.36, -1.36], [-4.39, 4.92, -2.96]], "e_above_lowest_kj_mol": 193.0, "e_homo_ha": -0.3315, "total_energy_ev": -47711.549, "homo_lumo_gap_ev": 8.9, "charge": 0, "smiles": "C[N+](=O)[O-].C[N+](=O)[O-].C[N+](=O)[O-].C[N+](=O)[O-].c1ccccc1.c1ccccc1.COCCOC"}

{"formula": "H9O4", "method": "the ωB97M-V functional and the def2-TZVPD basis", "elements": ["O", "H", "H", "O", "H", "H", "O", "H", "H", "O", "H", "H", "H"], "xyz": [[-0.37, -0.80, -2.49], [-1.26, -0.64, -2.94], [0.35, -1.11, -3.03], [0.19, -1.66, 1.89], [0.72, -1.79, 2.76], [-0.58, -2.30, 1.90], [0.00, 2.55, 0.56], [0.93, 2.76, 0.77], [-0.52, 3.19, 1.09], [0.17, -0.08, -0.17], [0.32, -0.71, 0.63], [0.24, 0.91, 0.19], [-0.20, -0.33, -1.16]], "e_above_lowest_kj_mol": 64.8, "e_homo_ha": -0.6016, "total_energy_ev": -8329.453, "homo_lumo_gap_ev": 13.2, "charge": 1}

{"formula": "C21H22N4O6S", "method": "the ωB97M-V functional and the def2-TZVPD basis", "elements": ["C", "O", "C", "C", "C", "C", "N", "C", "O", "C", "O", "C", "N", "C", "N", "C", "C", "C", "C", "C", "C", "C", "C", "S", "O", "O", "N", "C", "C", "O", "C", "C", "H", "H", "H", "H", "H", "H", "H", "H", "H", "H", "H", "H", "H", "H", "H", "H", "H", "H", "H", "H", "H", "H"], "xyz": [[5.41, 1.36, -0.60], [4.20, 0.77, -1.04], [3.06, 1.32, -0.52], [2.49, 2.45, -1.11], [1.26, 2.93, -0.69], [0.58, 2.30, 0.35], [-0.69, 2.65, 0.78], [-1.59, 3.47, 0.18], [-1.35, 4.28, -0.69], [-3.01, 3.25, 0.75], [-3.58, 2.05, 0.23], [-3.25, 0.87, 0.75], [-2.40, 0.78, 1.75], [-2.10, -0.45, 2.21], [-2.54, -1.58, 1.75], [-3.42, -1.53, 0.72], [-3.94, -2.72, 0.18], [-4.83, -2.67, -0.86], [-5.24, -1.44, -1.40], [-4.75, -0.26, -0.90], [-3.84, -0.29, 0.16], [1.18, 1.21, 0.98], [2.40, 0.73, 0.55], [3.01, -0.74, 1.40], [4.44, -0.73, 1.41], [2.32, -0.80, 2.66], [2.52, -2.06, 0.53], [3.10, -2.29, -0.77], [2.16, -1.81, -1.89], [0.86, -2.33, -1.74], [0.29, -1.97, -0.50], [1.15, -2.49, 0.66], [5.60, 1.11, 0.45], [5.39, 2.45, -0.73], [6.20, 0.93, -1.22], [3.00, 2.93, -1.93], [0.81, 3.79, -1.17], [-1.09, 2.01, 1.49], [-3.66, 4.05, 0.40], [-2.99, 3.22, 1.84], [-1.41, -0.48, 3.04], [-3.61, -3.65, 0.61], [-5.23, -3.58, -1.27], [-5.94, -1.43, -2.22], [-5.06, 0.69, -1.30], [0.70, 0.71, 1.81], [4.05, -1.76, -0.80], [3.27, -3.36, -0.88], [2.52, -2.15, -2.86], [2.12, -0.71, -1.89], [-0.70, -2.42, -0.48], [0.20, -0.88, -0.44], [0.77, -2.14, 1.62], [1.14, -3.59, 0.65]], "e_above_lowest_kj_mol": 349.3, "e_homo_ha": -0.3197, "total_energy_ev": -51214.323, "homo_lumo_gap_ev": 8.4, "charge": 0, "smiles": "COc1ccc(NC(=O)COc2ncnc3ccccc23)cc1S(=O)(=O)N1CCOCC1"}

{"formula": "C62H67F3Ge2N4O4RhS5", "method": "the ωB97M-V functional and the def2-TZVPD basis", "elements": ["Rh", "C", "C", "C", "C", "C", "C", "C", "C", "C", "C", "C", "C", "C", "C", "C", "Ge", "S", "S", "Ge", "S", "S", "C", "C", "C", "C", "C", "C", "C", "C", "C", "C", "C", "C", "C", "C", "C", "C", "C", "C", "C", "C", "C", "C", "C", "C", "C", "C", "C", "C", "C", "C", "C", "C", "C", "H", "H", "H", "H", "H", "H", "H", "H", "H", "H", "H", "H", "H", "H", "H", "H", "H", "H", "H", "H", "H", "H", "H", "H", "H", "H", "H", "H", "H", "H", "H", "H", "H", "H", "H", "H", "H", "H", "H", "H", "H", "H", "H", "H", "H", "H", "H", "H", "H", "H", "C", "C", "S", "O", "O", "C", "C", "N", "C", "N", "C", "C", "N", "O", "O", "C", "H", "H", "H", "H", "H", "H", "H", "H", "H", "H", "H", "H", "H", "F", "C", "F", "F", "C", "C", "C", "N", "C", "C", "H", "H", "H", "H"], "xyz": [[0.32, 0.20, -0.08], [5.86, 7.42, -2.98], [6.02, 6.03, -2.43], [6.23, 5.82, -1.07], [6.42, 4.55, -0.54], [6.66, 4.37, 0.93], [6.39, 3.45, -1.41], [6.17, 3.63, -2.78], [6.14, 2.47, -3.74], [5.98, 4.92, -3.26], [6.72, 2.10, -0.87], [8.05, 1.71, -0.92], [8.45, 0.48, -0.41], [7.53, -0.35, 0.19], [6.19, 0.01, 0.26], [5.78, 1.23, -0.30], [3.85, 1.68, -0.26], [2.54, -0.11, -0.59], [2.99, 3.10, -1.81], [1.75, 3.82, -0.05], [-0.05, 2.51, 0.06], [3.16, 2.96, 1.51], [1.27, 5.75, -0.04], [0.63, 6.27, -1.17], [0.40, 7.64, -1.22], [0.77, 8.46, -0.17], [1.35, 7.92, 0.97], [1.60, 6.55, 1.06], [2.18, 5.99, 2.30], [3.52, 6.23, 2.64], [4.44, 7.02, 1.75], [4.02, 5.73, 3.84], [3.23, 5.02, 4.72], [3.77, 4.51, 6.02], [1.89, 4.80, 4.38], [1.35, 5.28, 3.19], [-0.12, 5.10, 2.92], [0.19, 5.40, -2.29], [-1.06, 4.78, -2.25], [-2.06, 5.04, -1.14], [-1.44, 3.97, -3.32], [-0.62, 3.78, -4.42], [-1.06, 2.93, -5.58], [0.60, 4.43, -4.45], [1.02, 5.25, -3.41], [2.33, 5.99, -3.49], [5.23, -0.91, 0.95], [4.78, -0.63, 2.24], [5.21, 0.60, 3.01], [3.95, -1.55, 2.88], [3.59, -2.74, 2.27], [2.75, -3.76, 2.99], [4.04, -3.00, 0.98], [4.85, -2.10, 0.31], [5.30, -2.39, -1.10], [5.90, 8.16, -2.20], [4.90, 7.52, -3.50], [6.64, 7.63, -3.71], [6.28, 6.68, -0.41], [6.77, 5.33, 1.43], [7.57, 3.79, 1.11], [5.83, 3.84, 1.40], [6.25, 1.52, -3.23], [6.94, 2.56, -4.47], [5.19, 2.46, -4.28], [5.82, 5.06, -4.33], [8.78, 2.37, -1.38], [9.49, 0.19, -0.47], [7.84, -1.28, 0.65], [-0.09, 8.05, -2.10], [0.59, 9.53, -0.22], [1.61, 8.55, 1.81], [4.05, 7.13, 0.74], [5.41, 6.54, 1.69], [4.59, 8.02, 2.16], [5.06, 5.92, 4.09], [4.81, 4.79, 6.16], [3.70, 3.42, 6.07], [3.19, 4.91, 6.86], [1.26, 4.26, 5.07], [-0.62, 4.67, 3.78], [-0.30, 4.43, 2.07], [-0.58, 6.06, 2.68], [-1.61, 5.60, -0.32], [-2.45, 4.11, -0.75], [-2.89, 5.63, -1.53], [-2.42, 3.49, -3.29], [-2.05, 2.51, -5.42], [-0.36, 2.11, -5.75], [-1.09, 3.53, -6.49], [1.24, 4.31, -5.32], [2.85, 5.75, -4.42], [2.98, 5.73, -2.66], [2.16, 7.06, -3.45], [5.93, 1.20, 2.45], [5.66, 0.32, 3.95], [4.34, 1.23, 3.24], [3.62, -1.34, 3.89], [2.38, -3.38, 3.94], [3.35, -4.66, 3.20], [1.91, -4.07, 2.38], [3.76, -3.93, 0.50], [4.84, -3.31, -1.47], [6.39, -2.51, -1.15], [5.03, -1.57, -1.76], [-8.52, -2.54, 0.27], [-7.69, -1.82, -0.79], [-6.89, -0.41, -0.01], [-5.85, -0.91, 0.86], [-7.88, 0.47, 0.52], [-6.09, 0.45, -1.41], [-5.22, 1.62, -0.92], [-4.00, 1.22, -0.21], [-2.96, 0.57, -0.78], [-2.05, 0.23, 0.12], [-2.51, 0.67, 1.33], [-3.71, 1.28, 1.14], [-4.46, 1.96, 2.15], [-5.42, 2.64, 1.82], [-4.08, 1.80, 3.29], [-2.81, 0.29, -2.23], [-8.98, -3.42, -0.15], [-9.29, -1.88, 0.65], [-7.88, -2.84, 1.10], [-8.30, -1.44, -1.60], [-6.88, -2.45, -1.17], [-6.91, 0.84, -2.00], [-5.52, -0.28, -1.98], [-5.80, 2.25, -0.26], [-4.91, 2.22, -1.77], [-1.96, 0.56, 2.24], [-3.36, 1.01, -2.84], [-3.16, -0.71, -2.48], [-1.75, 0.35, -2.49], [-2.73, -6.23, -0.03], [-1.45, -6.15, 0.38], [-1.38, -6.68, 1.61], [-0.72, -6.92, -0.45], [-0.97, -4.72, 0.36], [-0.60, -4.07, 1.52], [-0.22, -2.74, 1.43], [-0.19, -2.08, 0.28], [-0.53, -2.72, -0.84], [-0.92, -4.05, -0.85], [-0.62, -4.58, 2.47], [0.08, -2.19, 2.31], [-0.48, -2.15, -1.76], [-1.19, -4.54, -1.78]], "s2": 6.0214, "e_homo_ha": [-0.3644, -0.3813], "total_energy_ev": -257898.204, "spin_multiplicity": 5, "homo_lumo_gap_ev": [7.4, 5.2], "charge": 1}